Computed, not measured: an isolated molecule of C5H12O, with ωB97M-V with the def2-TZVPD basis set.

CARTESIAN COORDINATES (ANGSTROEM)
C 1.73631 0.40851 1.81322
C 1.24139 0.40276 0.37083
C -0.15965 -0.20061 0.20769
O -1.04750 0.19963 1.24935
C -0.76852 0.13270 -1.16679
C -1.64561 -0.97490 -1.74853
H 2.75186 0.81271 1.87861
H 1.08426 1.01898 2.44585
H 1.74183 -0.60299 2.23497
H 1.24257 1.42937 -0.02772
H 1.93407 -0.16704 -0.26577
H -0.09061 -1.28880 0.34317
H -1.05514 1.16719 1.26571
H -1.36978 1.04043 -1.01526
H 0.01059 0.40865 -1.89133
H -2.27916 -0.59969 -2.56113
H -1.03042 -1.78655 -2.15728
H -2.29649 -1.40035 -0.97558

Computed properties:
Gap between HOMO and LUMO, eV: 11.22
SMILES: CCC(O)CC
Relative energy (zero: lowest compared OMol25 entry of this formula, charge and spin), kcal/mol: 6.2
Energy, a.u.: -272.9389